This record from the OMol25 dataset describes C33H51Be2BrCl3F2ILiN3O17PS4 as an isolated structure at a distorted geometry. The level of theory is wB97M-V/def2-TZVPD.

orbital gap	0.958	eV
molar mass	1297.14	g/mol
charge	+1
maximum force	0.1855	Eh/bohr
HOMO	-9.185	eV

Positions of all 119 atoms, in Å:
1 C 8.56481 -1.07397 -0.47080
2 C 8.16418 -0.26035 -1.77533
3 N 8.66922 1.12992 -1.84987
4 C 10.06521 1.28375 -1.37425
5 C 11.12829 0.42486 -2.20360
6 C 7.76133 2.09521 -1.25053
7 S 7.45537 2.04906 0.39549
8 S 6.92132 3.44725 -2.18293
9 C 5.44856 2.71190 -3.08201
10 C 4.23569 2.76594 -2.03612
11 C 3.06546 1.74367 -2.37953
12 C 1.64567 2.19661 -1.88766
13 C 1.35978 2.49548 -0.43265
14 I 2.89043 2.31480 1.12653
15 C -0.00222 2.92311 0.07100
16 C -1.14953 3.05160 -0.86929
17 C -0.90864 2.74079 -2.33169
18 C 0.45630 2.33078 -2.81699
19 C 0.52481 2.02061 -4.36539
20 O -0.40648 1.01282 -4.78926
21 C 0.09660 -0.27718 -4.58618
22 C -0.82879 -1.46816 -5.08252
23 O 1.15317 -0.54477 -4.03885
24 C -2.15489 2.85331 -3.26953
25 O -2.12980 3.22302 -4.44538
26 C -3.53762 2.50130 -2.60600
27 C -3.77700 2.78294 -1.25864
28 C -5.13018 2.51377 -0.52004
29 C -5.14256 1.21363 0.38756
30 C -5.73995 -0.07890 -0.30102
31 C -7.09724 0.15210 -1.08135
32 O -7.87513 -1.04298 -1.25449
33 C -7.37013 -1.79778 -2.36883
34 C -2.60970 3.45887 -0.42547
35 O -2.81830 4.24466 0.48189
36 H 8.86674 -0.44289 0.40529
37 H 7.62867 -1.63054 -0.14026
38 H 9.31742 -1.89548 -0.69130
39 H 7.04336 -0.22264 -1.89483
40 H 8.58099 -0.83064 -2.68708
41 H 10.34636 2.36837 -1.56957
42 H 10.19999 1.13908 -0.26095
43 H 11.68234 1.11737 -2.91270
44 H 10.66527 -0.38493 -2.83307
45 H 11.91816 -0.04100 -1.55146
46 H 5.74886 1.65951 -3.34063
47 H 5.25708 3.32483 -4.00579
48 H 3.88366 3.82604 -1.84883
49 H 4.70208 2.43650 -1.05368
50 H 3.29092 0.76466 -1.84491
51 H 3.12506 1.51213 -3.47715
52 H -0.15971 3.14890 1.15613
53 H 1.56791 1.80056 -4.72882
54 H 0.18601 2.99640 -4.87935
55 H -1.86993 -1.30394 -4.66094
56 H -0.39427 -2.45808 -4.79338
57 H -0.95070 -1.35832 -6.20580
58 H -4.39178 2.04869 -3.17711
59 H -5.95262 2.57037 -1.28343
60 H -5.29260 3.39664 0.17818
61 H -4.09811 0.93879 0.74058
62 H -5.72254 1.43452 1.33821
63 H -5.97875 -0.80655 0.54266
64 H -4.99674 -0.62592 -0.96290
65 H -6.81277 0.50777 -2.13046
66 H -7.73626 0.96444 -0.63962
67 H -7.61193 -2.87824 -2.15515
68 H -7.84929 -1.54175 -3.35768
69 H -6.25358 -1.71368 -2.47419
70 Be 8.65037 -0.62951 -4.20068
71 C -5.11707 -4.48400 0.43967
72 C -4.55807 -4.31951 -0.95260
73 O -5.22021 -3.80420 -1.81768
74 C -3.16009 -4.81476 -1.20954
75 H -6.12948 -4.07940 0.47446
76 H -5.15466 -5.59240 0.71382
77 H -4.49949 -3.94277 1.16146
78 H -3.10718 -5.88920 -1.02164
79 H -2.45339 -4.28460 -0.56803
80 H -2.89639 -4.62785 -2.25084
81 N -1.17281 0.81059 2.34363
82 O -0.34994 -0.19759 2.25253
83 O -0.91592 1.68449 3.14502
84 O -2.16488 0.85240 1.63676
85 N -8.51029 -0.91834 1.88384
86 S -9.81711 -0.37166 2.58189
87 O -9.64949 0.34373 3.81732
88 O -11.01457 -1.16242 2.45909
89 F -10.15316 0.83040 1.58783
90 S -7.86229 -2.09827 2.69030
91 O -6.51096 -2.39645 2.26931
92 O -8.67578 -3.24906 2.97558
93 F -7.60874 -1.48283 4.13178
94 Li 0.41353 3.27895 -6.51040
95 C 4.34581 -0.95021 4.51428
96 O 5.65952 -1.51560 4.54569
97 P 6.91048 -0.39099 4.89156
98 O 7.99368 -1.26969 4.30076
99 O 6.76329 -0.64132 6.50254
100 C 6.66102 -1.97024 6.99911
101 O 7.96570 0.91833 5.21108
102 C 7.62514 2.13274 4.53628
103 H 3.62649 -1.74615 4.32244
104 H 4.10955 -0.47900 5.47360
105 H 4.28071 -0.21029 3.71208
106 H 7.12122 -2.69946 6.33223
107 H 5.60692 -2.21994 7.14520
108 H 7.16194 -2.01570 7.96734
109 H 6.63920 2.47982 4.85509
110 H 7.62878 1.97729 3.45243
111 H 8.36484 2.89389 4.78750
112 Cl 0.08032 -1.19428 0.77384
113 Be 3.38280 4.51751 2.32805
114 C -13.40876 -2.87948 4.03562
115 Cl -12.55055 -2.98340 5.57679
116 Cl -14.21264 -4.40848 3.64848
117 H -14.15694 -2.09365 4.10011
118 H -12.69582 -2.64538 3.24884
119 Br -6.13195 -7.02079 0.77994

Results of the Mulliken charge analysis, in e, for atoms 1 through 8: -0.96 -0.32 0.16 -0.30 -0.99 -0.32 -0.01 -0.12

This record from the OMol25 dataset describes a 2-piece molecular cluster, C10H16 overall at a distorted geometry. The level of theory is wB97M-V/def2-TZVPD.

orbital gap (spin up / spin down)	10.230 / 6.420	eV
molar mass	136.24	g/mol
<S²>	0.7679
spin multiplicity	2
charge	+1
maximum force	0.0415	Eh/bohr
HOMO (spin up / spin down)	-14.577 / -14.581	eV

Positions of all 26 atoms, in Å:
1 C 0.65190 -1.18159 1.27604
2 C 0.13628 -1.59357 2.64154
3 C -0.32065 -1.26094 0.16753
4 C -1.64804 -1.66937 0.30074
5 C 0.09837 -0.76860 -1.13193
6 C -2.51783 -1.58643 -0.76456
7 C -0.74511 -0.72781 -2.20789
8 C -2.05701 -1.18759 -2.05584
9 H 1.07820 -0.17567 1.29617
10 H 1.43565 -1.88915 0.98556
11 H -0.82539 -1.17031 2.91140
12 H -2.01975 -2.08783 1.21801
13 H 1.05240 -0.26390 -1.26452
14 H -3.57129 -1.67912 -0.56058
15 H -0.39845 -0.40528 -3.18069
16 H -2.71737 -1.12612 -2.91832
17 H 0.82439 -1.21558 3.40948
18 H 0.12909 -2.66042 2.84453
19 C 1.12414 2.78637 0.37225
20 C 1.69017 2.85706 -1.06921
21 H 1.05545 3.84301 0.59428
22 H 0.12954 2.31535 0.39972
23 H 1.72349 2.12239 0.97838
24 H 1.61184 1.97931 -1.72131
25 H 2.77780 2.98944 -0.97628
26 H 1.30216 3.75634 -1.54447

Results of the Mulliken charge analysis, in e, for atoms 1 through 8: 0.21 -1.58 0.43 -0.31 -0.21 -0.49 -0.56 -0.32

This record from the OMol25 dataset describes C6H14NO3P as an isolated structure at a distorted geometry. The level of theory is wB97M-V/def2-TZVPD.

orbital gap	9.660	eV
molar mass	179.16	g/mol
maximum force	0.1045	Eh/bohr
HOMO	-9.521	eV

Positions of all 25 atoms, in Å:
1 C 2.84243 -0.08843 0.03871
2 C 2.12414 1.13952 -0.52809
3 C 1.81455 -1.34920 -0.04352
4 C 0.87806 1.31286 0.21210
5 C 0.38719 -1.06626 0.56373
6 C -0.10031 0.23637 -0.01509
7 N -3.29923 -0.91598 -1.44997
8 O -3.74444 1.30936 -0.28818
9 O -3.74531 -0.73114 1.22217
10 O -1.23001 0.61712 0.65907
11 P -3.13732 -0.17164 -0.11238
12 H 3.59967 -0.28810 -0.64397
13 H 3.38240 0.03566 1.08210
14 H 2.81959 1.98039 -0.49689
15 H 1.82191 0.96045 -1.58020
16 H 1.53882 -1.38960 -1.03165
17 H 2.18952 -2.24487 0.33458
18 H 1.01797 1.32654 1.22816
19 H 0.39176 2.23913 -0.12421
20 H -0.24038 -1.96139 0.25111
21 H 0.29653 -0.92884 1.59540
22 H -0.33545 0.06159 -1.15703
23 H -2.82673 -1.80699 -1.55144
24 H -2.96020 1.95907 -0.10669
25 H -3.48515 -0.23562 1.94217

Results of the Mulliken charge analysis, in e, for atoms 1 through 8: -0.63 -0.62 -0.91 -0.83 -0.92 0.49 -0.56 -0.50

This record from the OMol25 dataset describes C32H47N5Pt as an isolated structure. The level of theory is wB97M-V/def2-TZVPD.

orbital gap	7.077	eV
molar mass	696.84	g/mol
charge	+2
maximum force	0.0176	Eh/bohr
HOMO	-13.884	eV

Positions of all 85 atoms, in Å:
1 Pt 0.09142 0.03153 0.22416
2 C 0.41128 2.98501 -0.46159
3 N 0.81612 1.70253 -1.07406
4 C 2.29947 1.71130 -1.12003
5 C 0.33956 1.73863 -2.50857
6 C -0.09036 0.41779 -3.11953
7 N -1.25413 -0.16423 -2.44037
8 C -2.41935 0.72580 -2.56970
9 C -1.62162 -1.42046 -3.11065
10 H 0.84388 3.81350 -1.02811
11 H 0.77586 3.03681 0.56401
12 H -0.66651 3.07242 -0.48775
13 H 2.63546 2.63227 -1.60185
14 H 2.65276 0.86522 -1.69950
15 H 2.69839 1.67171 -0.10989
16 H 1.15840 2.15663 -3.09630
17 H -0.47966 2.45062 -2.57454
18 H 0.73414 -0.30051 -3.09872
19 H -0.33899 0.60357 -4.17400
20 H -2.57305 1.01820 -3.61664
21 H -2.31604 1.62153 -1.96323
22 H -3.30704 0.19347 -2.23411
23 H -2.02535 -1.22330 -4.11157
24 H -2.38400 -1.94171 -2.53464
25 H -0.75284 -2.05631 -3.21795
26 C 3.93586 0.16840 1.46893
27 C 4.02532 -0.35565 0.06069
28 C 5.18614 -0.15517 -0.67531
29 C 5.31750 -0.67404 -1.95546
30 C 4.31731 -1.47047 -2.48430
31 C 3.14759 -1.72460 -1.76984
32 C 2.21011 -2.79494 -2.24678
33 C 2.99702 -1.08548 -0.54331
34 N 1.75172 -1.22066 0.20238
35 C 1.71367 -2.20633 1.03763
36 C 2.77616 -3.23371 1.23426
37 C 0.48677 -2.29631 1.85093
38 C 0.31541 -3.40192 2.83368
39 N -0.35945 -1.34861 1.63442
40 C -1.55817 -1.33152 2.45200
41 C -1.49814 -0.68768 3.68937
42 C -0.22497 -0.07866 4.20736
43 C -2.66993 -0.64671 4.43735
44 C -3.83859 -1.22447 3.96309
45 C -3.86031 -1.85649 2.73019
46 C -2.71372 -1.92227 1.94303
47 C -2.71514 -2.61923 0.61377
48 H 4.46908 1.11360 1.56445
49 H 4.40979 -0.52997 2.16374
50 H 2.91027 0.32306 1.80716
51 H 5.99398 0.41870 -0.23857
52 H 6.21915 -0.49112 -2.52408
53 H 4.45528 -1.94317 -3.44898
54 H 2.02937 -2.72679 -3.31945
55 H 1.25714 -2.78718 -1.72413
56 H 2.66528 -3.77204 -2.06602
57 H 3.66092 -3.04444 0.63748
58 H 2.37821 -4.21737 0.97359
59 H 3.05619 -3.27437 2.28820
60 H 0.44309 -4.36113 2.32872
61 H -0.65705 -3.38135 3.31438
62 H 1.08998 -3.34531 3.60146
63 H 0.34959 0.42215 3.42342
64 H 0.43036 -0.83800 4.64221
65 H -0.43851 0.64461 4.99179
66 H -2.66362 -0.15567 5.40219
67 H -4.73910 -1.18012 4.56055
68 H -4.77574 -2.30772 2.36875
69 H -3.73134 -2.74816 0.24575
70 H -2.26720 -3.61388 0.68754
71 H -2.14345 -2.06590 -0.13489
72 N -1.63533 1.12888 1.00623
73 C -2.74178 1.99432 0.58670
74 C -3.89605 1.38877 0.11361
75 C -4.98481 2.17080 -0.23719
76 C -4.92682 3.55066 -0.09982
77 C -3.78613 4.14437 0.41865
78 C -2.69120 3.36731 0.77298
79 H -1.18927 1.57293 1.80811
80 H -2.10838 0.32313 1.41464
81 H -3.95325 0.30865 0.03346
82 H -5.88431 1.69816 -0.60800
83 H -5.77809 4.15909 -0.37180
84 H -3.74697 5.21504 0.56560
85 H -1.82338 3.83776 1.21783

Results of the Mulliken charge analysis, in e, for atoms 1 through 8: 1.65 -1.26 -0.22 -1.75 -0.81 -1.01 0.53 -1.40